No. 1
{"formula": "C24H31NO7", "method": "ωB97M-V with the def2-TZVPD basis set", "species": ["C", "O", "C", "C", "C", "O", "C", "C", "C", "C", "O", "N", "C", "C", "C", "C", "C", "C", "C", "O", "C", "C", "O", "C", "C", "O", "C", "C", "C", "O", "C", "C", "H", "H", "H", "H", "H", "H", "H", "H", "H", "H", "H", "H", "H", "H", "H", "H", "H", "H", "H", "H", "H", "H", "H", "H", "H", "H", "H", "H", "H", "H", "H"], "positions_angstrom": [[-1.856, -6.150, -0.385], [-1.314, -5.112, -1.163], [-1.209, -3.874, -0.600], [-1.631, -3.547, 0.675], [-1.465, -2.247, 1.154], [-1.920, -2.001, 2.404], [-0.841, -1.272, 0.375], [-0.484, 0.090, 0.942], [-1.393, 1.189, 0.387], [-2.769, 1.132, 1.017], [-3.028, 0.453, 2.005], [-3.706, 1.909, 0.453], [-3.525, 2.817, -0.661], [-4.919, 3.398, -0.902], [-5.565, 3.334, 0.481], [-5.042, 2.009, 1.020], [0.992, 0.336, 0.721], [1.500, 1.325, -0.107], [2.868, 1.474, -0.266], [3.300, 2.491, -1.101], [4.047, 2.068, -2.225], [3.775, 0.658, 0.424], [5.145, 0.870, 0.289], [5.597, 2.087, 0.852], [3.267, -0.369, 1.229], [3.979, -1.286, 1.937], [5.386, -1.338, 1.867], [1.885, -0.507, 1.358], [-0.478, -1.605, -0.938], [0.035, -0.587, -1.696], [0.635, -0.900, -2.926], [-0.656, -2.890, -1.419], [-1.265, -6.323, 0.520], [-2.893, -5.942, -0.105], [-1.823, -7.039, -1.013], [-2.096, -4.258, 1.335], [-2.233, -1.073, 2.462], [-0.632, 0.055, 2.028], [-1.466, 1.092, -0.695], [-0.974, 2.172, 0.620], [-2.810, 3.605, -0.395], [-3.143, 2.292, -1.541], [-5.472, 2.766, -1.598], [-4.878, 4.408, -1.306], [-5.211, 4.159, 1.100], [-6.651, 3.367, 0.441], [-5.654, 1.168, 0.676], [-4.981, 1.964, 2.109], [0.862, 1.986, -0.668], [4.948, 1.521, -1.939], [4.324, 2.977, -2.758], [3.437, 1.433, -2.877], [6.665, 2.134, 0.645], [5.433, 2.101, 1.936], [5.097, 2.951, 0.408], [5.738, -1.407, 0.836], [5.664, -2.240, 2.412], [5.849, -0.473, 2.349], [1.527, -1.306, 1.988], [1.423, -1.650, -2.808], [-0.098, -1.256, -3.658], [1.073, 0.032, -3.283], [-0.374, -3.174, -2.418]], "forces_ev_per_a": [[-0.094, -0.160, 0.128], [0.118, 0.368, -0.088], [0.008, 0.207, 0.106], [-0.073, -0.346, 0.083], [0.106, 0.112, -0.412], [0.054, 0.028, 0.146], [-0.166, 0.219, 0.281], [-0.164, -0.042, -0.138], [0.153, -0.259, 0.332], [0.224, 0.196, -0.395], [-0.064, -0.270, 0.349], [-0.262, -0.031, 0.128], [0.332, 0.253, -0.425], [0.050, 0.026, 0.100], [0.051, -0.137, -0.093], [-0.274, -0.108, 0.364], [0.384, 0.104, 0.175], [0.251, 0.139, 0.056], [-0.134, 0.068, -0.089], [-0.092, -0.169, 0.512], [0.152, -0.089, -0.270], [0.402, 0.142, -0.041], [-0.603, -0.265, -0.168], [0.110, 0.248, 0.182], [-0.161, 0.007, -0.051], [-0.266, 0.170, -0.022], [0.406, -0.141, -0.015], [0.139, 0.114, -0.023], [-0.191, -0.286, -0.019], [-0.319, -0.208, 0.404], [0.108, -0.044, -0.255], [0.165, 0.006, -0.280], [-0.030, 0.012, -0.025], [0.043, -0.006, 0.004], [-0.023, 0.037, 0.082], [-0.075, -0.113, 0.045], [0.000, -0.052, -0.130], [0.032, 0.002, -0.199], [0.002, 0.138, -0.033], [-0.025, 0.099, -0.087], [-0.030, -0.034, -0.093], [0.013, 0.092, 0.047], [-0.006, -0.002, -0.045], [0.011, -0.012, -0.079], [-0.010, 0.025, 0.042], [-0.035, 0.033, 0.048], [-0.010, 0.045, 0.090], [-0.065, -0.032, -0.106], [-0.097, 0.090, -0.109], [-0.059, 0.045, -0.002], [-0.002, -0.066, -0.043], [0.015, 0.044, 0.020], [-0.013, 0.053, 0.050], [0.021, -0.026, -0.053], [0.027, -0.057, 0.006], [-0.009, -0.010, 0.112], [0.000, 0.069, -0.032], [-0.021, -0.043, -0.051], [-0.058, -0.135, 0.096], [-0.033, 0.011, 0.006], [0.040, 0.003, 0.048], [-0.002, -0.067, -0.026], [0.049, 0.004, -0.146]], "e_tot_ha": -1514.52924, "orbital_gap_ev": 8.4, "relative_energy_kcal_mol": 80.8, "e_homo_ha": -0.286, "charge": 0}

---

No. 2
{"formula": "C24H32AsN2OPdS3", "method": "ωB97M-V with the def2-TZVPD basis set", "species": ["Pd", "O", "C", "C", "C", "C", "C", "C", "C", "N", "C", "C", "N", "H", "H", "H", "H", "H", "H", "H", "C", "C", "S", "C", "C", "S", "C", "C", "S", "H", "H", "H", "H", "H", "H", "H", "H", "H", "H", "H", "H", "C", "As", "C", "C", "C", "C", "C", "C", "C", "C", "H", "H", "H", "H", "H", "H", "H", "H", "H", "H", "H", "H", "H"], "positions_angstrom": [[-0.037, -0.045, 0.556], [2.006, 0.462, 0.689], [2.853, 0.813, 1.502], [4.056, 1.486, 1.000], [5.093, 1.726, 1.809], [5.021, 1.357, 3.219], [3.930, 0.787, 3.783], [2.769, 0.509, 3.010], [1.625, -0.016, 3.569], [0.385, -0.143, 2.989], [-0.413, -0.648, 3.897], [0.299, -0.870, 5.115], [1.529, -0.467, 4.893], [4.054, 1.732, -0.054], [5.997, 2.195, 1.443], [5.877, 1.576, 3.846], [3.945, 0.599, 4.848], [-1.459, -0.851, 3.720], [-0.027, -1.271, 6.064], [2.278, -0.521, 5.574], [-4.091, 1.351, 1.453], [-3.842, 0.325, 0.349], [-2.222, -0.333, -0.274], [-1.861, 0.779, -1.668], [-1.570, 2.204, -1.231], [-0.407, 2.317, 0.185], [-1.332, 2.661, 1.727], [-2.472, 3.659, 1.727], [-3.998, 3.085, 0.930], [-3.498, 1.162, 2.346], [-5.128, 1.193, 1.755], [-4.269, 0.673, -0.595], [-4.339, -0.611, 0.607], [-2.673, 0.745, -2.396], [-0.984, 0.328, -2.132], [-2.469, 2.738, -0.931], [-1.103, 2.753, -2.049], [-0.531, 3.032, 2.372], [-1.663, 1.712, 2.136], [-2.204, 4.589, 1.224], [-2.677, 3.911, 2.769], [-0.873, -3.638, 0.058], [0.484, -2.292, -0.102], [0.894, -2.191, -1.975], [2.039, -2.995, 0.837], [2.564, -4.215, 0.124], [3.503, -4.085, -0.896], [3.989, -5.212, -1.543], [3.541, -6.473, -1.174], [2.609, -6.609, -0.156], [2.122, -5.482, 0.493], [-0.485, -4.527, -0.440], [-1.785, -3.304, -0.429], [-1.067, -3.857, 1.106], [1.316, -3.154, -2.262], [1.610, -1.396, -2.175], [-0.027, -2.016, -2.529], [1.684, -3.233, 1.841], [2.784, -2.203, 0.906], [3.868, -3.105, -1.185], [4.725, -5.106, -2.329], [3.926, -7.351, -1.676], [2.268, -7.591, 0.143], [1.403, -5.599, 1.298]], "forces_ev_per_a": [[-0.680, 0.357, -0.381], [0.140, -0.206, 0.240], [0.301, 0.072, 0.183], [-0.265, -0.084, 0.056], [-0.003, -0.078, 0.297], [0.239, 0.170, -0.232], [-0.249, -0.138, -0.010], [0.313, 0.168, -0.387], [-0.323, -0.071, 0.046], [0.451, 0.000, 0.378], [-0.041, -0.076, 0.182], [-0.138, 0.004, -0.061], [0.084, 0.107, -0.136], [0.011, 0.000, 0.007], [-0.007, -0.008, -0.010], [-0.001, 0.014, -0.020], [-0.022, -0.030, -0.022], [0.005, 0.004, 0.016], [-0.017, -0.003, -0.032], [0.010, 0.009, -0.029], [0.114, 0.033, -0.136], [-0.001, -0.309, 0.169], [0.437, 0.101, -0.523], [0.089, 0.114, 0.092], [-0.010, 0.116, 0.064], [-0.118, -0.047, -0.026], [0.052, 0.149, 0.064], [0.081, -0.020, -0.083], [-0.070, -0.021, 0.125], [-0.039, 0.014, 0.031], [-0.014, 0.002, -0.027], [-0.082, -0.040, 0.023], [-0.051, 0.036, 0.030], [-0.097, -0.023, 0.101], [-0.012, 0.020, -0.076], [-0.045, -0.046, -0.086], [0.063, 0.026, 0.051], [-0.014, 0.011, 0.002], [0.040, -0.015, 0.041], [0.000, -0.015, -0.026], [-0.047, 0.002, -0.013], [0.046, -0.075, -0.062], [-0.174, 0.062, 0.270], [0.006, -0.094, -0.041], [0.053, -0.186, -0.091], [0.024, 0.111, 0.220], [0.039, -0.033, -0.078], [-0.011, 0.050, 0.010], [0.009, -0.025, -0.023], [-0.032, 0.058, 0.036], [-0.048, -0.096, -0.061], [-0.093, -0.058, 0.037], [0.006, -0.028, -0.024], [0.000, -0.011, 0.009], [0.005, 0.028, -0.091], [0.018, -0.005, 0.010], [-0.003, -0.008, -0.015], [0.037, -0.010, 0.022], [0.008, 0.014, -0.057], [0.004, 0.000, 0.031], [-0.002, -0.003, 0.003], [-0.002, 0.001, 0.003], [0.005, 0.000, -0.007], [0.023, 0.011, 0.017]], "e_tot_ha": -4675.68938, "orbital_gap_ev": [3.6, 3.6], "relative_energy_kcal_mol": 3.5, "e_homo_ha": [-0.582, -0.582], "charge": 3}

---

No. 3
{"formula": "C24H32BMnN10O2", "method": "ωB97M-V with the def2-TZVPD basis set", "species": ["Mn", "N", "C", "N", "N", "N", "N", "C", "N", "N", "N", "N", "H", "N", "C", "C", "C", "C", "C", "C", "H", "H", "H", "H", "H", "H", "H", "C", "C", "C", "C", "C", "C", "C", "C", "C", "C", "H", "H", "H", "H", "H", "H", "H", "H", "H", "H", "H", "H", "C", "C", "C", "O", "B", "O", "C", "C", "C", "H", "H", "H", "H", "H", "H", "H", "H", "H", "H", "H", "H"], "positions_angstrom": [[0.387, 0.016, 0.167], [2.413, -0.605, 2.775], [2.942, -0.551, 1.505], [4.173, -0.947, 1.243], [4.343, -0.685, -0.070], [3.281, -0.183, -0.578], [2.347, -0.058, 0.399], [1.062, -0.679, 3.026], [0.545, -1.202, 4.127], [-0.782, -1.083, 3.962], [-1.045, -0.523, 2.834], [0.115, -0.244, 2.197], [2.996, -1.096, 3.434], [-2.017, -0.402, 0.190], [-2.977, 0.501, -0.284], [-3.146, 0.684, -1.658], [-4.034, 1.634, -2.135], [-4.771, 2.412, -1.251], [-4.610, 2.227, 0.115], [-3.718, 1.284, 0.599], [-2.038, -0.564, 1.200], [-1.971, -1.266, -0.329], [-2.557, 0.082, -2.341], [-4.142, 1.780, -3.202], [-5.456, 3.162, -1.627], [-5.191, 2.819, 0.812], [-3.573, 1.159, 1.666], [0.437, 3.015, -2.757], [0.828, 2.830, -1.281], [2.356, 2.807, -1.195], [0.227, 1.541, -0.776], [0.207, 3.947, -0.433], [0.965, 4.770, 0.395], [0.366, 5.746, 1.182], [-1.007, 5.931, 1.156], [-1.776, 5.126, 0.326], [-1.176, 4.150, -0.450], [0.844, 2.186, -3.339], [0.852, 3.952, -3.137], [-0.645, 3.035, -2.896], [2.728, 1.962, -1.770], [2.685, 2.664, -0.166], [2.783, 3.731, -1.594], [-0.856, 1.536, -0.994], [2.040, 4.664, 0.439], [0.983, 6.359, 1.828], [-1.466, 6.698, 1.767], [-2.852, 5.249, 0.288], [-1.804, 3.524, -1.074], [0.131, -5.149, -1.677], [1.096, -4.227, -0.933], [2.528, -4.680, -1.195], [0.946, -2.919, -1.504], [0.544, -2.003, -0.561], [0.338, -2.650, 0.653], [0.745, -4.025, 0.591], [1.927, -4.194, 1.544], [-0.412, -4.873, 1.108], [0.414, -5.166, -2.730], [-0.888, -4.768, -1.614], [0.161, -6.166, -1.284], [2.684, -4.742, -2.273], [2.718, -5.659, -0.751], [3.241, -3.957, -0.802], [2.758, -3.545, 1.267], [2.274, -5.228, 1.565], [1.602, -3.913, 2.547], [-1.319, -4.719, 0.523], [-0.626, -4.574, 2.135], [-0.156, -5.934, 1.098]], "forces_ev_per_a": [[-0.162, -0.006, 1.023], [-0.043, -0.099, 0.020], [0.321, 0.277, -0.568], [-0.002, 0.012, 0.297], [-0.016, 0.022, -0.161], [0.003, -0.081, -0.065], [-0.500, -0.437, 0.655], [-0.336, -0.003, 0.092], [0.228, -0.008, 0.047], [-0.109, 0.118, -0.089], [-0.075, -0.093, 0.104], [0.492, 0.273, -0.248], [-0.032, -0.004, 0.018], [0.600, -0.001, 0.080], [-0.093, 0.192, -0.163], [0.039, -0.125, 0.056], [-0.022, 0.032, 0.043], [-0.020, 0.046, -0.043], [-0.014, -0.008, -0.056], [0.102, 0.015, 0.083], [-0.138, -0.051, -0.002], [-0.055, -0.058, -0.027], [0.018, 0.041, -0.013], [-0.001, -0.031, -0.005], [-0.015, -0.015, 0.016], [0.047, 0.022, 0.019], [0.005, -0.031, -0.012], [-0.024, -0.111, 0.024], [0.392, -0.026, 0.457], [-0.202, 0.007, -0.023], [-0.657, -0.705, -1.136], [-0.005, 0.147, -0.028], [0.033, 0.001, -0.027], [-0.014, 0.031, 0.059], [0.065, 0.070, -0.007], [-0.021, -0.028, -0.009], [-0.028, -0.037, -0.058], [-0.017, 0.013, -0.028], [-0.001, 0.018, -0.005], [0.003, -0.018, 0.008], [0.037, 0.009, 0.018], [0.078, 0.001, -0.016], [0.022, 0.020, 0.045], [0.126, 0.041, 0.156], [-0.021, -0.066, -0.008], [-0.009, 0.017, -0.018], [-0.027, -0.030, 0.010], [0.001, -0.004, 0.005], [-0.011, -0.006, 0.019], [0.035, 0.185, 0.006], [-0.052, -0.232, 0.025], [-0.066, 0.155, -0.010], [0.048, 0.442, -0.324], [0.185, 0.143, -0.361], [-0.187, 0.165, 0.128], [0.101, -0.229, 0.086], [-0.044, 0.154, -0.074], [-0.028, 0.119, -0.052], [-0.002, -0.035, 0.004], [-0.011, -0.058, 0.012], [-0.005, -0.016, -0.010], [-0.006, -0.035, 0.009], [0.025, -0.014, -0.010], [0.013, -0.039, 0.021], [0.015, 0.002, 0.010], [0.012, -0.003, 0.000], [-0.002, -0.004, -0.004], [0.021, -0.022, -0.006], [0.021, -0.015, 0.000], [-0.017, -0.008, 0.005]], "e_tot_ha": -2807.68188, "orbital_gap_ev": [7.7, 7.5], "relative_energy_kcal_mol": 6.6, "e_homo_ha": [-0.189, -0.181], "spin_multiplicity": 2, "charge": -1}